No. 1
14
Properties=species:S:1:pos:R:3 method="wB97M-V/def2-TZVPD" orbital_gap_ev=7.48 de_lowest_ev=0.9061 total_energy_ev=-28999.0498 smiles="C=CC(=S)C(=O)SC" lumo_ev=-1.563
C 3.1639 -0.4468 -0.0012
C 0.4845 -0.5266 -0.0055
C -0.9534 -0.0019 0.0068
C -1.9540 -1.0635 0.0050
C -3.2628 -0.8576 -0.0035
H 3.1505 -1.1121 0.8920
H 4.0548 0.1751 -0.0013
H 3.1287 -1.0957 -0.8841
H -1.5490 -2.0704 -0.0131
H -3.6644 0.1459 0.0142
H -3.9804 -1.6914 -0.0006
O 0.7236 -1.7089 -0.0011
S 1.7728 0.6945 0.0012
S -1.2602 1.5991 -0.0016

No. 2
68
Properties=species:S:1:pos:R:3 method="wB97M-V/def2-TZVPD" orbital_gap_ev=9.57 de_lowest_ev=0.0000 total_energy_ev=-112139.4132 smiles="O=S1(=O)OCCO1.O=S1(=O)OCCO1.O=S1(=O)OCCO1.O=S1(=O)OCCO1.O=S1(=O)OCCO1.C1CCOC1" lumo_ev=0.184
C 14.2372 2.5563 -10.4899
C 14.5001 1.3265 -9.6289
C 15.9261 0.9224 -10.0548
O 16.0684 1.4103 -11.3609
C 14.9839 2.2109 -11.7737
H 14.5732 3.4875 -10.0207
H 13.1585 2.7342 -10.5161
H 13.8481 0.5424 -10.0307
H 14.3364 1.3707 -8.5543
H 16.0368 -0.1562 -9.9245
H 16.6589 1.3332 -9.3444
H 14.3206 1.6803 -12.4614
H 15.2802 3.1625 -12.2170
C 14.3583 -4.6915 -1.0272
C 13.3950 -3.5018 -0.7936
O 12.4412 -3.6120 -1.8316
S 13.2114 -4.0038 -3.2238
O 13.7002 -2.8149 -3.8345
O 12.3888 -4.8965 -4.0073
O 14.3418 -4.8905 -2.4342
H 13.9712 -5.5903 -0.5511
H 15.3698 -4.4654 -0.7021
H 13.9159 -2.5566 -0.9482
H 12.9988 -3.5741 0.2140
C 14.1680 -3.5477 -7.1733
C 13.3452 -4.1650 -8.3083
O 14.2191 -4.4366 -9.4021
S 15.6895 -3.7383 -9.2498
O 15.7885 -2.4874 -9.9359
O 16.7514 -4.6704 -9.4827
O 15.5007 -3.5429 -7.6313
H 13.9694 -4.1088 -6.2677
H 13.8531 -2.5115 -7.0338
H 12.4817 -3.5913 -8.6373
H 13.0116 -5.1573 -8.0017
C 15.8483 -3.0187 -13.2688
C 14.4972 -3.7435 -13.3297
O 13.8406 -3.1379 -14.4453
S 14.1642 -1.5505 -14.4667
O 13.1532 -0.7874 -13.8085
O 14.5153 -1.2639 -15.8172
O 15.4358 -1.6562 -13.4595
H 16.6814 -3.3081 -13.9062
H 16.2455 -3.0454 -12.2515
H 13.8858 -3.5802 -12.4405
H 14.5232 -4.8033 -13.5744
C 17.9739 -6.6521 -7.1031
C 18.1186 -7.3812 -5.7875
O 16.8459 -7.4067 -5.1727
S 15.9892 -6.0963 -5.7022
O 15.9354 -5.1144 -4.6577
O 14.7819 -6.4680 -6.3672
O 17.0812 -5.5930 -6.7651
H 17.3787 -7.2953 -7.7672
H 18.8987 -6.2877 -7.5313
H 18.7721 -6.7504 -5.1650
H 18.6700 -8.3160 -5.8679
C 19.2638 -1.8612 -11.3047
C 19.5116 -0.3204 -11.4162
O 19.8455 -0.0371 -12.7821
S 19.5007 -1.2412 -13.7603
O 20.5513 -1.3917 -14.7212
O 18.1562 -1.2091 -14.2462
O 19.6816 -2.3463 -12.5545
H 18.1947 -2.0027 -11.1257
H 19.8851 -2.3905 -10.5852
H 20.3386 0.1168 -10.8560
H 18.6298 0.2611 -11.1410

No. 3
67
Properties=species:S:1:pos:R:3 method="wB97M-V/def2-TZVPD" orbital_gap_ev=9.20 de_lowest_ev=2.0093 total_energy_ev=-35850.2362 smiles="COC[C@H](C)N.COC[C@H](C)N.COC[C@H](C)N.NC(N)=O.NC(N)=O" lumo_ev=0.566
C 1.8727 0.4153 -0.1593
O 2.2054 1.0725 -1.1515
N 0.6417 -0.0300 0.1345
N 2.7431 0.1647 0.8468
H 0.7271 -0.8761 0.6794
H 0.0986 0.1143 -0.7077
H 3.6829 0.5170 0.8500
H 2.3235 -0.0955 1.7268
C 4.0553 4.5555 -2.5575
O 3.8621 5.2171 -1.5471
N 3.7902 3.2331 -2.6038
N 4.6129 5.0914 -3.6739
H 3.6706 2.7845 -3.4952
H 3.4117 2.7829 -1.7831
H 5.0768 5.9697 -3.5190
H 4.8052 4.5905 -4.5216
C -2.3971 -2.1023 0.0600
C -3.8808 -2.0119 0.3297
C -4.5092 -3.3775 0.7136
O -4.0623 -3.8410 1.9797
C -4.8034 -4.9617 2.3810
N -4.2644 -0.9443 1.2570
H -2.2349 -2.7629 -0.7884
H -1.9440 -2.4599 0.9866
H -2.1118 -1.0631 -0.1042
H -4.3943 -1.8664 -0.6260
H -4.1698 -4.1434 0.0072
H -5.5947 -3.2664 0.6242
H -5.6182 -4.4794 2.9331
H -4.1322 -5.4787 3.0723
H -5.0932 -5.6835 1.6145
H -4.1870 -1.3438 2.1903
H -5.2667 -0.7878 1.2155
C 2.4475 -2.4283 4.3724
C 2.0056 -2.7705 2.9475
C 1.7750 -4.2661 2.8867
O 1.5074 -4.5807 1.5073
C 2.0803 -5.8406 1.1324
N 0.8204 -1.9568 2.4697
H 2.1658 -1.4138 4.6588
H 3.5379 -2.4243 4.3716
H 2.0484 -3.1097 5.1231
H 2.7273 -2.4262 2.2047
H 0.9305 -4.6336 3.4751
H 2.6985 -4.7272 3.2475
H 3.1609 -5.6938 1.1663
H 1.8034 -6.0066 0.0921
H 1.6209 -6.5902 1.7773
H 0.5706 -2.5258 1.6587
H 0.1396 -2.2687 3.1627
C -1.1224 3.4737 -0.9792
C -1.4426 3.8712 -2.4026
C -0.4086 4.8423 -3.0990
O -0.3628 6.0174 -2.3210
C 0.6888 6.9226 -2.7957
N -1.8461 2.7601 -3.2351
H -0.4974 2.5922 -0.8451
H -2.0931 3.2820 -0.5125
H -0.7873 4.3192 -0.3785
H -2.2939 4.5593 -2.3984
H -0.8509 5.0333 -4.0825
H 0.6015 4.4216 -3.0959
H 0.3659 7.0801 -3.8309
H 1.6893 6.5049 -2.9052
H 0.5914 7.8725 -2.2806
H -1.1425 2.0360 -3.3043
H -2.0449 3.1415 -4.1514

No. 4
14
Properties=species:S:1:pos:R:3 method="wB97M-V/def2-TZVPD" orbital_gap_ev=9.20 de_lowest_ev=6.4476 total_energy_ev=-11314.5943 smiles="O[C@@H]1[C@@H]2NC=NO[C@@H]12" lumo_ev=0.464
C 1.3124 -0.8421 0.2154
C -0.1984 -0.5922 0.2287
C -1.5324 1.1843 -0.0977
C 0.7206 0.5179 0.1977
H 1.6628 -2.0577 -1.2989
H 1.5339 -1.3859 1.2051
H -0.4831 -0.8886 1.2377
H -1.9967 -0.5868 -0.8728
H -2.5501 1.6703 -0.2995
H 0.9580 0.8026 -0.8699
N -1.1695 0.0291 -0.6522
N -0.8728 1.8978 0.7319
O 2.1943 -1.2901 -0.7945
O 0.4211 1.5414 1.0691

No. 5
79
Properties=species:S:1:pos:R:3 method="wB97M-V/def2-TZVPD" orbital_gap_ev="7.73 / 7.73" de_lowest_ev=0.0409 total_energy_ev=-48876.0181 lumo_ev="0.084 / 0.083"
O 0.0055 -0.5519 2.3115
O 4.4134 0.8741 -0.8895
C 0.4348 0.7236 3.1410
C 0.6267 0.3765 4.6137
H -0.3896 1.4003 2.9643
H 1.3548 1.1014 2.7252
H -0.2736 -0.0569 5.0834
H 0.8148 1.3007 5.1703
H 1.4656 -0.3132 4.8246
C 1.2468 -1.3580 1.9301
C 2.5933 -0.7703 2.3326
H 1.1714 -1.5263 0.8664
H 1.1267 -2.3375 2.4503
H 2.8380 0.0806 1.6910
H 3.3509 -1.5540 2.1646
H 2.6451 -0.4889 3.3917
C 3.9678 0.0425 -1.9710
C 4.4476 2.2464 -1.3132
C 4.3300 -1.4016 -1.7529
H 4.5384 0.4032 -2.8413
H 2.8930 0.1648 -2.1978
H 5.4158 -1.4966 -1.8180
H 3.9105 -1.9775 -2.5803
H 3.9654 -1.8091 -0.8084
C 5.4326 3.0244 -0.4900
H 3.4491 2.7332 -1.3349
H 4.8136 2.2221 -2.3580
H 5.3644 2.7848 0.5691
H 5.2799 4.0851 -0.6682
H 6.4172 2.7533 -0.8711
H -0.3848 1.9407 -2.1455
Be -1.4860 -0.8905 1.6114
C 0.2300 2.7252 -1.6477
Si -0.4510 3.9526 -2.9286
H 0.0026 2.8537 -0.5878
H 1.3196 2.6983 -1.7196
C 0.1449 5.6747 -2.5092
C -2.2932 3.6810 -2.5751
C 0.0266 3.1273 -4.5674
C -1.8090 -2.4479 2.4325
Si -1.3367 -4.0633 1.5938
H -2.8902 -2.4116 2.6306
H -1.3019 -2.5556 3.4051
C -0.6105 -5.3697 2.7936
C -0.0504 -3.8986 0.2285
C -2.8673 -4.7879 0.7721
H 1.1112 2.9853 -4.6825
H -0.3297 3.6748 -5.4462
H -0.4180 2.1195 -4.6250
H -0.1941 5.9349 -1.4892
H -0.2509 6.4550 -3.1801
H 1.2444 5.7625 -2.5174
H -2.4197 3.3630 -1.5257
H -2.7106 2.8758 -3.1981
H -2.9027 4.5825 -2.7329
H 0.9515 -3.6951 0.6241
H -0.3014 -3.0841 -0.4695
H -0.0009 -4.8338 -0.3459
H -2.5714 -5.6518 0.1562
H -3.3396 -4.0338 0.1210
H -3.6044 -5.1220 1.5206
H -0.8113 -6.3819 2.3998
H -1.0418 -5.3056 3.8072
H 0.4821 -5.2493 2.8738
C -5.2288 0.2345 0.1694
C -3.8157 -0.1707 0.4418
N -3.1522 -0.0126 1.5950
O -4.0768 0.0878 2.7509
C -3.0126 -0.7316 -0.5739
C -3.4535 -1.1003 -1.9563
N -1.7102 -0.8900 -0.1890
O -0.8155 -1.1607 -1.0759
H -5.7599 0.4546 1.0864
H -5.8006 -0.5234 -0.3651
H -5.2528 1.1277 -0.4576
H -3.9835 0.9862 3.1404
H -2.8794 -0.5524 -2.7238
H -3.3268 -2.1798 -2.1712
H -4.5172 -0.8689 -2.0832

No. 6
12
Properties=species:S:1:pos:R:3 method="wB97M-V/def2-TZVPD" orbital_gap_ev="7.85 / 7.85" de_lowest_ev=2.4966 total_energy_ev=-25345.5512 smiles="C=[N+](C)[S-].S" lumo_ev="-0.309 / -0.308"
C 0.7063 0.6285 1.1769
C 0.4148 0.4846 -1.1398
N 0.9885 -0.0608 -0.0933
S -2.5620 -1.4084 0.0655
S 1.9866 -1.3576 -0.0036
H 0.4132 -0.1357 1.8432
H 1.7000 1.1353 1.5449
H -0.2554 1.2611 1.2360
H 0.2924 0.0156 -2.1301
H 0.0896 1.4944 -1.2637
H -1.4728 -1.7867 -0.6275
H -2.3012 -0.2702 -0.6087

No. 7
16
Properties=species:S:1:pos:R:3 method="wB97M-V/def2-TZVPD" orbital_gap_ev="2.95 / 8.36" total_charge=-1 de_lowest_ev=1.3714 total_energy_ev=-9413.3661 lumo_ev="3.503 / 3.394" multiplicity=2
C 1.5613 -0.7321 -0.4801
C 0.4173 -1.0216 0.2013
O -0.1945 -0.1921 1.0469
C -0.0525 -2.4469 0.3306
H 2.2996 -0.0455 -0.0917
H 1.6713 -1.0473 -1.5147
H -0.2245 0.7069 0.6715
H -0.6217 -2.7170 -0.5783
H 0.7146 -3.1976 0.2514
H -0.8337 -2.5280 1.0814
H 0.5567 3.3265 0.4819
H -0.2682 3.2641 1.7456
O 0.0745 2.6704 1.0460
H -1.5120 0.7419 -1.8981
H -1.4968 1.8602 -0.8562
O -2.0915 1.3581 -1.4375

No. 8
47
Properties=species:S:1:pos:R:3 method="wB97M-V/def2-TZVPD" orbital_gap_ev=7.93 de_lowest_ev=0.6213 total_energy_ev=-115998.5353 lumo_ev=-0.848
Zn -1.8160 1.6756 0.8265
O -0.5551 3.2090 1.4644
C -0.1029 2.2233 2.1160
O -0.8861 1.3900 2.6733
C 1.3081 1.7581 1.9442
C 2.4421 2.4035 2.4040
C 3.6838 1.8186 2.2042
C 3.7892 0.6050 1.5388
C 2.6548 -0.0170 1.0386
C 1.4007 0.5596 1.2136
P -0.1204 -0.2123 0.5011
C -0.0700 -1.8609 1.2841
C -0.1146 -1.8845 2.6798
C -0.0840 -3.0923 3.3570
C -0.0311 -4.2865 2.6495
C 0.0122 -4.2662 1.2644
C -0.0027 -3.0577 0.5790
C 0.2592 -0.4880 -1.2595
C 1.3585 0.0567 -1.9174
C 1.5114 -0.1182 -3.2862
C 0.5624 -0.8219 -4.0123
C -0.5531 -1.3396 -3.3694
C -0.7091 -1.1623 -2.0048
H 2.3536 3.3415 2.9358
H 4.5746 2.3077 2.5762
H 4.7578 0.1380 1.4176
H 2.7414 -0.9615 0.5141
H -0.1704 -0.9524 3.2303
H -0.1067 -3.1009 4.4389
H -0.0195 -5.2315 3.1769
H 0.0603 -5.1950 0.7107
H 0.0611 -3.0549 -0.5003
H 2.0898 0.6340 -1.3694
H 2.3733 0.3060 -3.7852
H 0.6833 -0.9542 -5.0797
H -1.3146 -1.8629 -3.9322
H -1.6052 -1.5329 -1.5185
I -4.2986 1.0324 0.4627
I -5.0348 -0.9172 2.2865
C -2.5336 3.5134 -3.0664
S -2.7265 2.2316 -1.8823
O -3.0892 1.0171 -2.5532
O -3.7921 2.7400 -0.9585
O -1.4600 2.1503 -1.1168
H -3.4878 3.6521 -3.5668
H -1.7667 3.1935 -3.7685
H -2.2265 4.4138 -2.5406